1.
{
  "formula": "C18H20ClNO5",
  "method": "ωB97M-V with the def2-TZVPD basis set",
  "species": ["C", "H", "O", "C", "C", "N", "C", "C", "C", "O", "O", "C", "H", "H", "H", "C", "C", "C", "H", "C", "O", "O", "C", "H", "H", "H", "C", "C", "C", "C", "C", "C", "Cl", "H", "H", "H", "H", "H", "H", "H", "H", "H", "H", "H", "H"],
  "positions_angstrom": [[-3.9920, -2.2235, -0.5473], [-3.8237, -1.8424, 0.4674], [-2.7803, -2.3657, -1.2418], [-1.8930, -3.2717, -0.6352], [-0.5666, -3.2147, -1.4012], [0.0666, -1.9405, -1.1936], [-0.1956, -0.8809, -2.0100], [0.1460, 0.3815, -1.6732], [0.0069, 1.4509, -2.6624], [-0.3789, 1.2864, -3.7990], [0.3516, 2.6493, -2.1581], [0.2680, 3.7700, -3.0225], [-0.5827, 4.3862, -2.7254], [0.1381, 3.4357, -4.0539], [1.1913, 4.3386, -2.9182], [0.5734, 0.6623, -0.2556], [1.3926, -0.5348, 0.1756], [1.0045, -1.7643, -0.2103], [1.4966, -2.6567, 0.1473], [2.6631, -0.3203, 0.8829], [3.3376, 0.6762, 0.7881], [3.0365, -1.3955, 1.6079], [4.2708, -1.2635, 2.2956], [5.0903, -1.1311, 1.5859], [4.2428, -0.3988, 2.9621], [4.4015, -2.1800, 2.8652], [-0.6370, 0.8376, 0.6563], [-1.9314, 0.8184, 0.1469], [-3.0383, 0.9734, 0.9619], [-2.8788, 1.1437, 2.3254], [-1.6045, 1.1716, 2.8596], [-0.5026, 1.0267, 2.0306], [1.0595, 1.1066, 2.7723], [-1.4528, 1.3122, 3.9184], [-3.7366, 1.2602, 2.9703], [-4.0266, 0.9624, 0.5273], [-2.0785, 0.6809, -0.9127], [1.1911, 1.5637, -0.1987], [-0.6323, -1.1027, -2.9719], [0.0906, -4.0153, -1.0531], [-0.7758, -3.3472, -2.4653], [-1.7256, -2.9960, 0.4183], [-2.3026, -4.2938, -0.6661], [-4.5873, -1.5091, -1.1110], [-4.5286, -3.1784, -0.4846]],
  "lowdin_charge": [-0.110, 0.083, -0.191, -0.209, -0.109, -0.069, 0.010, -0.091, -0.459, 0.091, -0.032, -0.040, 0.096, 0.087, 0.094, -0.160, -0.090, 0.017, 0.142, -0.556, 0.083, -0.061, -0.052, 0.097, 0.094, 0.092, -0.153, -0.017, -0.087, -0.086, -0.109, -0.558, 0.821, 0.100, 0.103, 0.103, 0.117, 0.151, 0.150, 0.130, 0.135, 0.133, 0.128, 0.092, 0.090],
  "molar_mass_g_mol": 365.8,
  "e_above_lowest_ev": 1.483,
  "smiles": "COCCN1C=C(C(=O)OC)C(c2ccccc2Cl)C(C(=O)OC)=C1",
  "lumo_ev": 0.622,
  "fmax_ev_per_a": 0.801,
  "homo_ha": -0.3018
}



2.
{
  "formula": "C18H20HgN3O5S",
  "method": "ωB97M-V with the def2-TZVPD basis set",
  "species": ["Hg", "C", "C", "N", "C", "C", "C", "C", "C", "C", "C", "C", "C", "N", "C", "H", "H", "H", "H", "H", "H", "H", "H", "C", "S", "O", "O", "O", "H", "H", "H", "O", "C", "O", "C", "N", "C", "C", "C", "H", "H", "H", "H", "H", "H", "H", "H", "H"],
  "positions_angstrom": [[-0.7302, -0.0196, -0.7824], [-3.9909, 2.4191, -2.7123], [-3.0216, 1.4739, -2.4790], [-2.3179, 1.4147, -1.3408], [-2.5786, 2.3185, -0.3334], [-3.5585, 3.3361, -0.5259], [-4.2542, 3.3753, -1.7149], [-3.7881, 4.2710, 0.5481], [-3.1220, 4.1795, 1.7123], [-2.1476, 3.1413, 1.9409], [-1.4770, 2.9911, 3.1358], [-0.5533, 1.9420, 3.2944], [-0.3325, 1.0958, 2.2340], [-0.9553, 1.2199, 1.0565], [-1.8852, 2.2207, 0.8840], [-4.5303, 2.4156, -3.6478], [-2.7864, 0.7217, -3.2216], [-5.0049, 4.1408, -1.8681], [-4.5221, 5.0524, 0.3911], [-3.3074, 4.8859, 2.5126], [-1.6730, 3.6812, 3.9473], [-0.0264, 1.7900, 4.2249], [0.3672, 0.2720, 2.3131], [-0.0287, -4.2538, -1.5681], [-0.9056, -2.9841, -0.6958], [-1.8954, -3.6359, 0.1132], [0.1130, -2.2088, 0.0631], [-1.4349, -2.0762, -1.7475], [0.4619, -4.8891, -0.8341], [0.6876, -3.7863, -2.2362], [-0.7602, -4.8300, -2.1292], [2.2148, -1.7609, -2.3723], [2.3331, -0.8229, -1.4654], [1.5677, 0.1198, -1.3765], [3.5340, -0.9789, -0.5455], [4.2256, -2.2401, -0.8558], [4.2148, -3.0797, 0.3607], [4.0621, -2.0959, 1.5163], [3.0961, -1.0661, 0.9338], [4.1815, -0.1152, -0.7080], [5.1705, -2.0708, -1.1698], [2.9631, -2.3852, -2.1641], [5.1221, -3.6796, 0.4095], [3.3614, -3.7594, 0.3227], [5.0256, -1.6381, 1.7530], [3.6746, -2.5656, 2.4194], [3.1373, -0.0937, 1.4199], [2.0741, -1.4423, 0.9882]],
  "mulliken_spin": [-0.015, 0.135, -0.020, 0.161, 0.140, -0.024, 0.107, -0.014, -0.019, -0.015, 0.108, 0.131, -0.027, 0.161, 0.128, 0.011, 0.008, 0.005, 0.001, 0.001, 0.006, 0.008, 0.016, 0.000, 0.003, -0.001, 0.000, 0.001, 0.000, 0.000, 0.000, -0.001, 0.005, 0.001, 0.000, 0.000, 0.000, 0.000, -0.001, 0.000, 0.000, 0.000, 0.000, 0.000, 0.000, 0.000, 0.001, 0.000],
  "molar_mass_g_mol": 591.0,
  "spin_multiplicity": 2,
  "lumo_ev": [0.305, 0.213],
  "fmax_ev_per_a": 0.326,
  "s_squared": 0.7720,
  "homo_ha": [-0.1826, -0.3105]
}



3.
{
  "formula": "C18H20N2O2S",
  "method": "ωB97M-V with the def2-TZVPD basis set",
  "species": ["C", "C", "N", "C", "C", "C", "C", "C", "C", "C", "C", "C", "C", "C", "C", "C", "C", "C", "H", "H", "H", "H", "H", "H", "H", "H", "H", "H", "H", "H", "H", "H", "H", "H", "C", "S", "N", "O", "O", "H", "H", "H", "H"],
  "positions_angstrom": [[2.7912, 2.3704, -0.8712], [2.5100, 0.9105, -0.8173], [3.5357, -0.0243, -0.8591], [3.0061, -1.3140, -0.7032], [1.5718, -1.1668, -0.5925], [0.7615, -2.2993, -0.4113], [1.3973, -3.5428, -0.3544], [2.7768, -3.6718, -0.4398], [3.5954, -2.5490, -0.6064], [1.2857, 0.2522, -0.6493], [0.0416, 0.8747, -0.0990], [-1.2940, 0.1852, -0.5906], [-1.5213, -0.6577, -1.7138], [-2.7936, -1.2802, -1.8550], [-3.8339, -1.0048, -0.9609], [-5.1247, -1.7726, -1.0421], [-3.6176, -0.0592, 0.0445], [-2.3790, 0.5615, 0.1787], [1.8639, 2.8570, -1.2375], [3.0085, 2.7792, 0.1237], [3.6344, 2.5976, -1.5593], [4.4980, 0.2148, -0.9446], [-0.3190, -2.1844, -0.3233], [0.7597, -4.4314, -0.2184], [3.1932, -4.6617, -0.3848], [4.6756, -2.6400, -0.6927], [-0.0705, 1.9557, -0.4567], [-0.7483, -0.8208, -2.4623], [-2.9412, -1.9990, -2.6622], [-5.8375, -1.3567, -0.3292], [-5.5932, -1.7403, -2.0330], [-4.9702, -2.8274, -0.7813], [-4.4260, 0.1464, 0.7397], [-2.2652, 1.3513, 0.9130], [0.0065, 3.1535, 3.7111], [0.5341, 2.9323, 1.9705], [0.2272, 1.3891, 1.3802], [-0.2738, 3.7975, 1.1322], [1.9633, 3.1901, 2.1168], [-0.0737, 4.2451, 3.8477], [-0.9552, 2.7243, 4.0068], [0.7968, 2.8287, 4.3996], [0.6035, 0.6869, 2.0865]],
  "lowdin_charge": [-0.015, -0.225, 0.130, -0.184, -0.113, -0.027, -0.102, -0.104, -0.036, -0.113, -0.176, -0.160, -0.034, -0.035, -0.288, -0.061, -0.036, -0.048, 0.094, 0.064, 0.092, 0.147, 0.096, 0.105, 0.093, 0.107, 0.140, 0.117, 0.113, 0.070, 0.081, 0.084, 0.108, 0.106, -0.132, 0.609, -0.118, -0.334, -0.349, 0.071, 0.062, 0.062, 0.138],
  "molar_mass_g_mol": 328.4,
  "e_above_lowest_ev": 2.354,
  "smiles": "Cc1ccc([C@@H](NS(C)(=O)=O)c2c(C)[nH]c3ccccc23)cc1",
  "lumo_ev": 0.495,
  "fmax_ev_per_a": 3.815,
  "homo_ha": -0.2845
}



4.
{
  "formula": "C18H20N2O3",
  "method": "ωB97M-V with the def2-TZVPD basis set",
  "species": ["C", "C", "C", "C", "C", "C", "C", "C", "C", "C", "C", "C", "C", "C", "C", "C", "C", "C", "H", "H", "H", "H", "H", "H", "H", "H", "H", "H", "H", "H", "H", "H", "H", "H", "H", "H", "H", "H", "N", "N", "O", "O", "O"],
  "positions_angstrom": [[0.1193, 2.2104, -0.2540], [0.0011, 1.3155, 0.9279], [-1.2540, 2.7078, -0.7735], [-2.0757, 1.6573, -1.5506], [-1.7603, 1.3247, -2.8949], [-3.0493, 0.8682, -0.9126], [-2.5580, 0.4522, -3.6083], [-3.8852, -0.0011, -1.6260], [-3.5991, -0.1657, -2.9644], [-0.4052, -1.0380, 1.4998], [-1.5632, -0.8287, 2.4457], [0.8778, -1.3190, 2.2716], [2.1205, -1.4045, 1.4284], [2.3595, -2.5240, 0.6365], [3.1046, -0.4696, 1.4846], [3.5057, -2.6428, -0.1676], [4.2600, -0.5199, 0.6712], [4.4513, -1.6365, -0.1062], [1.6143, 2.2095, -1.5928], [1.2347, 0.6898, -0.9937], [0.5681, 3.1359, 0.2080], [-1.8002, 3.0750, 0.0957], [-0.9978, 3.5263, -1.4952], [-0.9217, 1.8233, -3.3232], [-3.0393, 0.8672, 0.1901], [-2.2830, 0.2320, -4.6140], [-4.6111, -0.6610, -1.1700], [-4.2083, -0.8518, -3.5334], [-0.7189, -0.0569, -0.4080], [-0.6540, -1.9455, 0.9140], [0.8104, -2.2080, 2.8548], [0.9689, -0.4563, 2.9715], [1.6451, -3.3499, 0.6551], [3.0068, 0.4555, 2.1123], [3.6226, -3.5719, -0.7308], [5.0912, 0.1936, 0.7874], [5.3000, -1.7069, -0.8601], [-2.0623, -1.0906, 4.1882], [0.8426, 1.5983, -1.3400], [-0.3569, 0.0269, 0.5822], [0.2178, 1.6451, 2.0841], [-2.5677, -0.1526, 2.3039], [-1.3509, -1.4134, 3.6064]],
  "lowdin_charge": [-0.339, -0.441, -0.085, -0.217, -0.049, -0.055, -0.092, -0.073, -0.120, -0.231, -0.479, -0.096, -0.246, -0.039, -0.050, -0.085, -0.083, -0.126, 0.090, 0.097, 0.161, 0.121, 0.130, 0.092, 0.099, 0.096, 0.103, 0.098, 0.168, 0.178, 0.118, 0.130, 0.115, 0.132, 0.105, 0.110, 0.123, 0.148, 0.069, 0.112, 0.087, 0.100, 0.124],
  "molar_mass_g_mol": 312.4,
  "e_above_lowest_ev": 1.405,
  "smiles": "N[C@@H](Cc1ccccc1)C(=O)N[C@@H](Cc1ccccc1)C(=O)O",
  "lumo_ev": 0.628,
  "fmax_ev_per_a": 3.324,
  "homo_ha": -0.3286
}



5.
{
  "formula": "C18H20N2O4S2",
  "method": "ωB97M-V with the def2-TZVPD basis set",
  "species": ["O", "C", "N", "C", "C", "C", "C", "C", "C", "H", "H", "H", "S", "O", "O", "N", "C", "H", "C", "H", "O", "C", "H", "C", "H", "H", "H", "H", "H", "H", "H", "C", "C", "C", "C", "S", "C", "H", "H", "C", "H", "H", "C", "H", "H", "H"],
  "positions_angstrom": [[1.5341, 2.7172, -3.7617], [0.7442, 2.0092, -3.1727], [-0.5398, 2.4613, -2.9409], [-1.4911, 1.9932, -2.0433], [-1.1309, 1.2890, -0.8946], [-2.1085, 0.7632, -0.0803], [-3.4513, 0.9720, -0.3226], [-3.8114, 1.7459, -1.4163], [-2.8459, 2.2397, -2.2748], [-3.1377, 2.8113, -3.1436], [-4.8532, 1.9450, -1.6151], [-4.1823, 0.5396, 0.3407], [-1.5496, -0.3286, 1.2213], [-2.5958, -0.4844, 2.1936], [-1.0227, -1.5144, 0.6055], [-0.2455, 0.5462, 1.8174], [0.9341, -0.2186, 2.1732], [1.0355, -1.0124, 1.4341], [0.7912, -0.8024, 3.5802], [1.7171, -1.2802, 3.9047], [0.5224, 0.2136, 4.5210], [-0.6770, 0.8915, 4.2121], [-0.8019, 1.6536, 4.9829], [-0.6060, 1.5291, 2.8205], [-1.5747, 1.9456, 2.5434], [0.1521, 2.3190, 2.8042], [-1.5246, 0.1929, 4.2369], [-0.0262, -1.5397, 3.5760], [1.7974, 0.4534, 2.1259], [-0.0999, 1.1314, -0.6268], [-0.7796, 3.2941, -3.4651], [1.0701, 0.6599, -2.6987], [2.2353, 0.2874, -2.0771], [2.2110, -1.0615, -1.6892], [1.0571, -1.7002, -2.0431], [-0.0435, -0.6807, -2.8627], [0.9885, -3.1036, -1.5646], [0.6401, -3.8057, -2.3219], [0.3017, -3.1498, -0.7138], [2.4518, -3.3660, -1.1434], [2.5084, -3.9778, -0.2454], [2.9661, -3.8959, -1.9459], [3.1170, -1.9845, -0.9385], [4.1400, -1.9644, -1.3153], [3.1430, -1.7094, 0.1194], [3.0406, 0.9762, -1.8958]],
  "lowdin_charge": [0.087, -0.485, 0.130, -0.257, -0.054, -0.263, -0.053, -0.061, -0.008, 0.116, 0.109, 0.113, 0.687, -0.277, -0.278, -0.238, -0.167, 0.104, -0.180, 0.130, -0.124, -0.185, 0.130, -0.162, 0.124, 0.134, 0.116, 0.132, 0.136, 0.112, 0.158, -0.433, -0.027, -0.267, -0.487, 1.148, -0.161, 0.113, 0.099, -0.154, 0.106, 0.110, -0.124, 0.114, 0.104, 0.129],
  "molar_mass_g_mol": 392.5,
  "e_above_lowest_ev": 0.552,
  "smiles": "O=C(Nc1cccc(S(=O)(=O)N2CCOCC2)c1)c1cc2c(s1)CCC2",
  "lumo_ev": 0.379,
  "fmax_ev_per_a": 1.142,
  "homo_ha": -0.3114
}